1.
57
Properties=species:S:1:pos:R:3:forces:R:3 method="wB97M-V/def2-TZVPD" total_charge=0 smiles=ClC(Cl)Cl.ClC(Cl)Cl.ClC(Cl)Cl.ClC(Cl)Cl.ClC(Cl)Cl.ClCCCl.ClCCCl.ClCCCl.ClCCCl e_above_lowest_ev=0.000 orbital_gap_ev=10.7 e_lumo_ev=0.08
Cl -3.90952 -5.18533 -3.04101 -0.1 0.0 0.0
C -2.84548 -3.92908 -3.68130 -0.2 -0.3 0.1
Cl -1.55524 -4.65741 -4.61752 0.1 0.0 -0.1
Cl -2.22323 -2.94762 -2.36828 0.1 0.1 0.1
H -3.44296 -3.29784 -4.32293 0.1 0.1 -0.1
Cl -6.22681 0.80098 2.13924 0.0 0.2 0.1
C -5.16880 -0.50247 1.63497 0.2 -0.1 -0.2
Cl -4.33909 -0.09426 0.12174 0.0 -0.1 0.1
Cl -6.06326 -2.00708 1.47563 0.0 -0.1 0.0
H -4.40349 -0.64579 2.38516 0.0 0.1 0.1
Cl -2.99868 2.63263 3.92994 -0.1 0.1 0.1
C -1.63786 1.95827 3.04596 0.0 -0.1 0.0
Cl -1.61068 2.54420 1.39348 0.0 0.1 -0.2
Cl -1.69707 0.18981 3.07172 0.1 -0.1 0.0
H -0.72172 2.27275 3.52542 0.0 -0.1 0.0
Cl -5.07979 4.41340 -3.21483 0.0 0.0 0.0
C -3.80077 3.91221 -2.10334 0.1 0.3 -0.4
Cl -4.46080 3.37504 -0.58581 -0.1 -0.1 0.2
Cl -2.64129 5.23153 -1.87179 0.0 0.0 0.0
H -3.26824 3.09800 -2.57376 0.0 -0.1 0.1
Cl 2.50451 1.61213 -3.41218 0.0 0.0 -0.1
C 2.09754 3.15246 -4.20434 0.4 -0.1 0.1
Cl 0.45087 3.16714 -4.78218 -0.1 0.0 0.0
Cl 3.24377 3.47983 -5.51141 -0.1 0.0 0.0
H 2.23803 3.91511 -3.45169 -0.2 0.1 0.0
Cl 2.37985 -3.07338 5.92191 0.1 0.0 0.0
C 1.65537 -2.28253 4.48713 -0.1 -0.3 0.5
C 0.91516 -3.25424 3.61383 0.5 0.4 -0.9
Cl -0.42774 -4.06908 4.40423 -0.2 -0.1 0.1
H 2.47082 -1.84501 3.91885 -0.1 0.2 0.0
H 0.98060 -1.53351 4.88946 0.1 0.2 -0.2
H 1.59848 -3.97414 3.16536 -0.1 -0.3 0.3
H 0.53182 -2.67825 2.76844 -0.3 0.0 0.1
Cl 1.87918 1.97905 2.56156 0.0 0.1 -0.1
C 3.02335 2.73301 3.71679 -0.2 -0.2 0.0
C 4.34686 2.02485 3.70754 0.1 -0.3 0.1
Cl 4.20519 0.34071 4.29672 0.0 0.1 0.0
H 2.54756 2.66156 4.69072 0.1 0.1 0.0
H 3.14931 3.77249 3.42630 0.0 0.0 0.0
H 5.03477 2.51705 4.39069 0.0 0.1 -0.1
H 4.76508 1.98102 2.70620 0.1 0.0 0.0
Cl -1.12409 1.28330 -2.19914 -0.1 -0.1 -0.1
C -0.65210 -0.18273 -1.27346 -0.6 0.2 -0.1
C 0.58280 0.17285 -0.51494 0.7 0.3 -0.3
Cl 1.09701 -1.15908 0.54079 0.0 -0.2 0.1
H -0.47977 -0.97865 -1.99012 0.0 0.0 0.0
H -1.50218 -0.42454 -0.64163 0.1 -0.1 0.2
H 0.47641 1.07894 0.06795 -0.2 0.0 0.2
H 1.39412 0.35069 -1.22304 0.0 0.0 0.1
Cl 0.55045 -1.67089 -4.50819 0.1 0.1 0.0
C 2.28130 -2.04688 -4.28962 0.2 0.0 -0.2
C 2.61841 -2.31604 -2.84361 -0.2 0.1 0.2
Cl 2.18110 -3.97692 -2.35758 0.1 0.0 0.0
H 2.85610 -1.20125 -4.66546 -0.1 0.1 0.1
H 2.50176 -2.90368 -4.92030 0.0 -0.1 0.1
H 2.04863 -1.66447 -2.18609 0.0 0.1 0.0
H 3.67443 -2.14886 -2.64217 0.1 -0.2 -0.1



2.
42
Properties=species:S:1:pos:R:3:forces:R:3 method="wB97M-V/def2-TZVPD" total_charge=-2 orbital_gap_ev="1.7 / 1.6" e_lumo_ev="4.04 / 4.04"
C -1.18807 -2.55909 -2.08450 1.3 1.7 -1.3
I -2.28491 -3.74844 -0.92652 -1.6 -2.0 2.4
H -1.60717 -2.87300 -3.06468 1.0 1.1 0.2
H -1.40660 -1.50500 -1.73437 0.5 -1.1 -1.0
H -0.09258 -2.77166 -1.94173 -1.2 0.3 -0.4
C 2.95215 -1.51700 2.80077 -0.1 -0.1 -0.6
C 3.35827 -2.22104 1.70784 -0.9 0.9 0.1
N 2.57593 -1.77793 0.64475 -0.6 0.1 0.4
C 1.64055 -0.87071 1.05602 1.3 -0.1 2.0
N 1.93827 -0.67178 2.37803 0.2 -0.7 -0.4
H 3.27032 -1.56274 3.82930 0.0 0.0 -0.2
H 4.08069 -2.99880 1.59083 0.2 -0.1 0.0
C -3.76269 1.66399 0.18701 0.0 -0.3 0.1
C -1.66160 1.04691 -0.39312 0.2 0.8 1.3
N -2.58222 1.08449 0.61410 -0.9 -0.3 0.1
H -4.25727 2.42690 -1.81945 -0.2 0.2 -0.2
N -2.29369 1.65099 -1.44796 0.1 0.0 -0.3
H -4.62498 1.73113 0.82979 0.0 0.0 -0.1
In 0.36017 0.42183 -0.10006 0.1 -0.2 -2.4
C 1.81226 0.89030 -3.00057 -4.1 -5.5 -2.6
O 1.17607 -0.00705 -3.54700 3.8 5.1 2.3
C -3.58723 2.00778 -1.10392 0.4 -0.3 0.3
C -1.74928 1.86867 -2.77663 0.1 0.1 -0.3
H -2.39491 2.59942 -3.29091 0.3 -0.2 0.2
H -1.75368 0.94230 -3.36731 0.1 0.0 0.2
H -0.72237 2.26468 -2.74234 -0.5 -0.2 0.1
C -2.34904 0.61241 1.96169 0.1 -0.2 0.2
H -3.29818 0.59099 2.51248 0.2 0.0 -0.2
H -1.64190 1.25533 2.51220 -0.2 0.1 -0.3
H -1.92868 -0.40815 1.96484 -0.2 0.2 -0.1
C 1.27965 0.26833 3.26368 -0.3 0.4 0.4
H 1.25306 -0.14141 4.28049 0.0 0.0 -0.3
H 0.24785 0.45995 2.94081 0.4 -0.3 0.0
H 1.78564 1.24459 3.30573 0.1 -0.4 -0.2
C 2.68726 -2.32566 -0.69770 0.0 -0.2 -0.6
H 1.86325 -3.01990 -0.91870 0.2 0.2 0.2
H 3.63240 -2.87645 -0.76662 -0.2 0.1 0.1
H 2.68248 -1.54251 -1.46931 -0.1 -0.1 0.5
Cl 0.83162 3.55017 -1.10151 -0.6 1.0 -0.5
C 1.53863 2.23837 -0.20348 1.1 -0.5 1.3
H 2.47917 1.98881 -0.70149 -0.1 0.1 0.2
H 1.74136 2.59001 0.81950 0.1 0.1 -0.5



3.
50
Properties=species:S:1:pos:R:3:forces:R:3 method="wB97M-V/def2-TZVPD" total_charge=-1 s_squared=0.75 e_above_lowest_ev=0.000 multiplicity=2 orbital_gap_ev="6.1 / 6.0" e_lumo_ev="2.47 / 2.47"
Cu -6.77968 19.87485 3.48588 -0.9 0.1 -0.6
S -5.54951 19.41612 1.09169 2.6 -0.5 -5.2
O -5.23641 18.19407 0.39209 -1.2 -3.4 1.2
O -6.96430 19.62480 1.45903 -2.4 0.5 0.4
O -4.92474 19.51059 2.40387 1.0 0.6 3.5
O -4.97415 20.31530 0.06792 -0.8 3.2 1.5
C -10.02014 20.38127 4.77882 1.8 0.0 -0.6
O -8.65382 20.18729 4.59247 1.5 -0.2 -0.1
H -10.28891 20.17562 5.81496 -0.3 -0.6 0.4
H -10.30176 21.42821 4.66609 -0.3 0.5 -0.4
H -10.58184 19.76359 4.07807 -0.6 -0.1 0.0
C -7.35520 22.76091 8.18951 -0.9 0.8 0.2
C -6.06209 22.82454 7.38363 -2.8 1.9 2.0
C -4.85880 22.29765 8.13298 -0.7 0.9 -0.7
O -4.54583 21.20855 7.30973 2.2 -1.0 0.4
C -5.34876 21.09652 6.25770 -1.2 -1.6 -2.6
O -5.29209 20.23067 5.40202 0.2 1.3 1.7
O -6.28862 22.04776 6.28501 1.0 -1.5 -1.4
H -7.38744 21.93073 8.89510 0.1 0.0 0.0
H -8.23626 22.67858 7.55308 0.3 -0.4 -0.4
H -7.59352 23.69994 8.68902 0.5 0.0 0.6
H -5.89404 23.84022 7.02554 0.0 0.1 0.1
H -5.00072 21.96884 9.16247 -0.2 0.0 -0.2
H -4.21681 23.17797 8.10171 1.3 -0.8 0.1
C -7.67994 13.53124 5.05416 0.0 0.0 -0.8
C -6.43993 14.38476 4.61321 -1.6 -1.8 1.0
C -6.30595 14.50438 3.10650 -0.4 -2.0 -0.1
O -6.49524 15.85185 2.81298 0.4 0.6 0.0
C -6.68620 16.51540 3.95663 -0.6 4.5 -0.3
O -6.87461 17.73553 4.03809 0.6 -3.9 0.0
O -6.68712 15.70317 5.00816 0.3 0.7 0.9
H -8.55876 13.86809 4.50433 -0.1 0.5 0.2
H -7.91057 13.53364 6.11948 0.3 0.3 0.0
H -7.64979 12.48656 4.74456 0.7 -0.2 0.0
H -5.57246 13.97321 5.12917 0.3 0.4 -0.1
H -7.11024 13.93198 2.64436 -0.1 0.0 -0.2
H -5.38688 14.02962 2.76300 0.3 0.8 -0.3
C -5.22568 25.24507 0.24254 -0.7 1.6 0.1
C -4.88356 23.84489 0.57735 -0.4 -1.5 -0.6
C -3.70048 23.60548 1.51364 -0.5 0.6 -0.8
O -4.28481 22.90106 2.61606 2.4 0.4 0.4
C -5.55817 22.68419 2.46813 -2.4 -0.8 -1.8
O -6.27466 22.13049 3.27080 0.8 1.1 -0.9
O -5.98216 23.12864 1.20616 0.8 0.5 1.9
H -4.58281 25.70596 -0.50739 0.3 -0.4 -0.1
H -5.18588 25.93746 1.08343 -0.1 -0.1 0.4
H -6.23517 25.30829 -0.16371 -0.1 -0.2 0.0
H -4.72557 23.32630 -0.36827 0.1 -0.3 0.1
H -3.24524 24.54056 1.83993 -0.3 0.1 0.5
H -2.92874 23.12011 0.91621 0.0 -1.0 0.8



4.
67
Properties=species:S:1:pos:R:3:forces:R:3 method="wB97M-V/def2-TZVPD" total_charge=+1 orbital_gap_ev=3.6 e_lumo_ev=-9.28
In -0.49301 -0.61714 -0.14969 0.5 0.9 0.1
C -1.10645 -5.24560 -2.22099 -0.3 -0.4 -2.1
F -0.71030 -4.67504 -3.39107 -1.2 -0.1 1.1
F -1.95517 -6.27632 -2.46792 1.1 1.8 0.5
F -0.00593 -5.67820 -1.67618 0.4 -0.7 0.9
S -1.83419 -4.00856 -0.94495 -1.0 -0.1 1.8
O -2.94798 -4.63111 -0.27663 0.6 0.4 -1.7
O -0.77370 -3.69177 -0.04061 1.9 1.0 0.2
N -2.11081 -2.51594 -1.72055 2.4 -1.7 0.6
S -3.51133 -2.75372 -2.39646 -5.3 3.0 -1.8
O -3.64205 -3.84460 -3.32467 1.1 0.1 0.6
O -4.54058 -2.62373 -1.38294 0.7 0.3 -1.0
C -3.69587 -1.09952 -3.57740 -0.2 -1.7 0.2
F -3.34611 -0.00638 -2.90874 0.5 0.0 -0.1
F -2.92408 -1.25696 -4.69267 -1.0 0.4 1.4
F -4.99346 -0.95669 -3.89870 1.2 -0.5 0.0
C 4.01975 1.30969 -1.29307 0.0 1.6 0.7
F 4.66029 1.64238 -0.17075 -0.2 1.0 -0.8
F 4.57370 1.85725 -2.39984 -0.6 -0.9 1.5
F 4.01878 0.02692 -1.26628 0.0 -1.9 -1.2
S 2.13389 1.80316 -1.31448 -0.7 1.0 -1.1
O 1.99165 3.22599 -1.63338 0.2 -2.8 0.3
O 1.54225 0.79740 -2.17195 0.3 0.0 0.5
N 1.55645 1.39714 0.27852 1.0 -2.2 -4.2
S 1.77870 2.70238 1.04887 2.3 4.7 5.7
O 3.03005 3.49936 0.79771 -3.1 -2.5 0.2
O 0.54774 3.42029 1.22636 0.1 0.1 -0.3
C 2.13825 1.97088 2.85019 0.0 1.1 -3.6
F 3.44861 1.67593 2.87791 -1.2 -0.1 0.9
F 1.78242 2.93177 3.65147 0.5 0.6 1.2
F 1.33231 0.94499 3.06934 0.6 -0.9 0.3
C 4.13444 -1.34787 2.04160 0.9 -1.0 -0.3
C 3.01865 -2.21578 1.47146 2.1 1.3 1.1
O 2.07106 -1.70243 0.92674 -2.7 1.3 -1.4
N 3.18935 -3.50671 1.57669 -0.6 -1.7 0.0
C 2.22733 -4.44651 1.00839 0.6 -0.8 -0.3
H 4.19745 -0.33938 1.63284 -0.6 -0.1 0.5
H 5.07799 -1.80724 1.74699 0.2 -0.1 -0.3
H 4.21099 -1.45735 3.12338 -0.5 0.6 0.1
H 3.97205 -3.89435 2.08386 -0.1 0.3 -0.2
H 2.70532 -5.41867 1.12889 -0.4 -0.1 0.1
H 2.11180 -4.31403 -0.06735 0.1 0.3 0.0
H 1.22466 -4.45309 1.43584 0.2 0.2 0.3
C -2.82568 3.32122 -1.67033 0.2 0.2 -0.9
C -1.70941 2.64259 -2.45752 -2.1 1.4 0.4
O -1.12852 1.75879 -1.85617 2.1 -1.9 0.1
N -1.46357 3.07008 -3.70699 1.5 -1.2 -0.2
C -0.42732 2.42838 -4.57701 0.0 0.2 0.0
H -3.65310 3.53456 -2.34705 -0.3 -0.1 0.3
H -2.45489 4.28409 -1.31891 0.0 -0.1 0.2
H -3.08315 2.66277 -0.84072 -0.2 0.3 -0.2
H -2.15443 3.63675 -4.17784 0.2 0.1 0.3
H 0.46519 2.04456 -4.08283 -0.6 0.0 0.9
H 0.03288 3.14742 -5.25472 -0.7 0.2 -0.1
H -0.85886 1.59539 -5.13200 -0.1 0.1 -0.1
C -1.68370 3.17154 3.26821 -0.1 -1.2 -0.8
C -1.46513 1.65233 3.04302 -0.6 1.9 -0.7
O -1.31541 1.16849 1.92032 0.3 -0.1 -3.3
N -1.36011 0.83493 4.01840 0.0 -1.2 4.4
C -1.67546 1.00081 5.49518 0.7 0.2 -1.6
H -2.62630 3.38868 3.77066 0.3 -0.2 0.4
H -1.75163 3.66662 2.29951 0.3 -0.2 0.1
H -0.78066 3.47915 3.79547 -0.3 0.4 0.1
H -0.99988 -0.06704 3.74129 -0.3 -0.1 0.2
H -0.75018 0.87340 6.05707 -0.2 -0.5 0.1
H -2.45418 0.26390 5.69176 0.2 0.2 0.5
H -1.98152 2.01988 5.73166 -0.4 -0.2 -0.4



So what do the calculations give for F_max? Going down the list: 1.09, 7.38, 5.81, 7.75 eV/Å.